[1]
Entry from the OMol25 dataset: a 2-piece molecular cluster, C4H6N2 overall at a distorted geometry (ωB97M-V/def2-TZVPD).

CARTESIAN COORDINATES (ANGSTROEM)
1 H 0.45519 1.90895 -0.33715
2 C 0.76610 -0.22214 0.28563
3 H 0.08809 -1.66884 -1.29021
4 H -0.74987 1.34506 0.85537
5 C -0.10297 1.04314 0.02798
6 C 2.21840 -0.10771 0.10837
7 N 0.03024 -0.75481 -0.85195
8 N 3.36122 -0.01017 -0.03998
9 H -2.77413 -0.41509 0.22638
10 C -0.80786 0.24892 -1.10186
11 H 0.55390 -0.74390 1.22498
12 H -3.03830 -0.62339 0.89244

## Properties
E ... -7221.242 eV
HOMO energy ... -9.1 eV
Molar mass ... 82.11 g/mol
Lowest unoccupied orbital energy ... 0.74 eV
Relative energy (zero: lowest compared OMol25 entry of this formula, charge and spin) ... 4.349 eV

natural (NBO) population analysis, charges in e, atoms 1 to 2: 0.24, -0.17

***

[2]
Entry from the OMol25 dataset: one molecule with the formula C7H9Br at a distorted geometry (ωB97M-V/def2-TZVPD).

CARTESIAN COORDINATES (ANGSTROEM)
1 C -0.16966 -0.30784 0.94093
2 H 1.02627 1.75444 1.18281
3 H -1.15054 2.25115 0.01994
4 C -1.34149 0.08382 0.05824
5 H -1.26216 -0.65713 -0.82627
6 C 0.46151 -1.52742 0.37145
7 Br 3.87978 0.16129 0.12487
8 C 1.53830 -1.44942 -0.38604
9 H -0.48834 1.36268 -1.38020
10 C 0.52929 0.93809 0.59295
11 H -0.19522 -2.40473 0.53262
12 C 2.20024 -0.12471 -0.56414
13 H 1.86610 -2.31240 -1.13569
14 C -0.56747 1.41150 -0.29383
15 H -0.51855 -0.40814 2.05333
16 H 2.22571 0.23007 -1.66973
17 H -2.43484 0.26483 0.31019

## Properties
E ... -77442.737 eV
HOMO energy ... -8.2 eV
Molar mass ... 173.05 g/mol
Lowest unoccupied orbital energy ... 0.80 eV
Relative energy (zero: lowest compared OMol25 entry of this formula, charge and spin) ... 4.052 eV

natural (NBO) population analysis, charges in e, atoms 1 to 2: -0.34, 0.23